(1)
Molecular formula: C27H35As2N4O14Y
Method: DFT, ωB97M-V/def2-TZVPD

Element x y z (Å)
H: -0.375511 -4.743322 3.211477
H: -0.395884 -6.129330 -0.232069
C: 2.549217 -0.151608 3.810680
N: 0.078196 -2.154735 1.258727
H: -3.840806 -2.753341 -0.420293
H: 2.517794 -1.538923 -4.286193
C: 0.156870 0.605840 6.685491
O: -2.368739 -1.867988 -1.493047
O: -1.288268 -1.596674 -5.398881
C: -0.044779 -0.531571 -3.719710
H: -0.528947 2.966877 0.380387
H: -3.943574 0.521187 3.519612
O: -0.824386 -3.132809 -2.522356
C: 1.365430 0.361088 6.047760
O: -0.787967 3.744354 -1.794263
H: -3.258966 0.632988 -1.370227
O: 3.765478 -0.075213 4.273404
O: -3.238416 0.579503 4.185850
H: 3.844753 -0.401707 0.049056
C: 3.063208 -1.059166 -0.321503
C: 0.494628 2.094410 -2.922551
H: -1.755709 5.158891 -5.079664
H: 2.804107 -1.808223 0.418994
C: -3.093350 -3.063066 -1.142366
O: -0.815631 3.702606 -4.034032
As: -0.839704 0.533748 -1.027830
O: 2.987364 0.762796 -2.167969
H: 1.645303 4.739214 2.720540
C: 1.908929 -2.443924 -4.262673
C: -0.216692 3.783381 2.213146
O: 1.881058 1.818595 1.290095
C: 0.040405 -3.315862 1.204785
C: -2.065518 0.407563 3.623473
C: -1.016367 0.648722 5.942777
C: 1.960695 0.625169 -1.581081
C: -0.244734 -1.558474 -4.812247
H: -1.056840 5.706008 -3.525812
H: 1.325426 -5.724882 -0.043563
C: 0.718056 1.432409 -1.770663
N: -0.721978 2.683755 1.345186
N: -0.010943 -4.609063 1.147001
O: 0.783444 -2.334379 -5.147051
H: -0.413599 3.517587 3.254712
O: 2.333279 2.345446 3.405219
H: -1.289042 1.581114 -5.438959
C: -0.615911 -0.744963 -2.529681
C: 1.936792 2.657081 2.283179
H: -2.478410 1.567823 -2.658285
As: 1.047570 1.017428 -4.474894
O: -1.891447 0.222513 2.431021
H: 0.233805 -4.636301 -0.947322
C: -0.487162 3.227796 -2.849466
H: -0.890684 -6.147313 2.257586
O: 1.848136 -0.285315 -0.544537
C: -2.488587 1.370787 -1.588370
N: 0.242377 0.238520 3.961650
H: -0.741322 4.717119 2.004547
H: -3.566607 -3.477406 -2.029742
C: 1.362161 0.192903 4.673505
H: -2.553141 4.741640 -3.534498
H: 2.490168 -3.278438 -4.640705
H: 3.368814 -1.517945 -1.256976
H: 0.837227 -5.886777 2.592200
H: -0.221329 0.747336 -6.589418
H: 0.126950 0.746025 7.757456
C: -0.113283 -5.396225 2.383516
H: 1.571261 -2.663391 -3.250013
H: -2.420827 -3.802291 -0.712260
C: -0.275445 1.519741 -5.822950
C: 1.288353 3.989430 2.018383
C: -1.273411 -2.051311 -2.240039
C: 0.316790 -5.316381 -0.103870
C: -0.915218 0.450698 4.577462
H: 3.836961 0.515464 5.037267
H: 1.492364 4.311921 0.997021
O: 2.336287 -0.631002 2.706042
H: -2.666312 2.290153 -1.038545
H: 0.028186 2.470600 -6.254489
H: 2.278488 0.289958 6.623540
H: -1.735234 2.664649 1.418064
H: -1.977290 0.817902 6.406636
Y: 0.485071 0.192547 1.498298
C: -1.603471 4.916005 -4.034695

Forces on the atoms, in the same order (eV/Å):
H 0.0 0.0 0.0
H 0.0 0.0 0.0
C 0.0 0.0 0.0
N -0.1 -0.2 0.0
H 0.0 0.0 0.0
H 0.0 0.0 0.0
C 0.0 0.0 0.0
O -0.1 0.0 0.0
O 0.0 0.1 -0.1
C 0.0 0.1 0.0
H 0.0 0.0 0.0
H 0.0 0.0 0.0
O -0.1 0.0 -0.2
C 0.0 0.0 0.0
O -0.2 -0.2 0.0
H 0.0 0.0 0.0
O 0.0 0.0 0.0
O 0.0 0.0 0.0
H 0.0 0.0 0.0
C 0.0 0.0 0.0
C -0.1 -0.2 0.1
H 0.0 0.0 0.0
H 0.0 0.0 0.0
C 0.0 0.0 0.0
O -0.2 0.0 0.0
As -0.3 -0.2 -0.4
O 0.0 0.0 0.0
H 0.0 0.0 0.0
C 0.0 0.0 0.0
C 0.0 0.0 0.0
O 0.2 -0.1 0.1
C 0.1 0.0 0.0
C 0.0 0.0 0.1
C 0.0 0.0 0.0
C -0.1 0.1 0.1
C -0.1 -0.1 0.1
H 0.0 0.0 0.0
H 0.0 0.0 0.0
C 0.0 0.0 0.1
N 0.1 -0.1 0.0
N 0.0 0.0 0.0
O 0.0 0.0 0.0
H 0.0 0.0 0.0
O 0.0 0.0 0.0
H 0.0 0.0 0.0
C -0.1 0.1 -0.3
C 0.0 0.0 0.0
H 0.0 0.0 0.0
As 0.0 0.0 0.0
O 0.1 -0.1 0.0
H 0.0 0.0 0.0
C 0.4 0.3 -0.1
H 0.0 0.0 0.0
O 0.0 -0.1 0.0
C 0.0 0.1 0.0
N 0.1 0.0 0.1
H 0.0 0.0 0.0
H 0.0 0.0 0.0
C 0.0 0.0 0.0
H 0.0 0.0 0.0
H 0.0 0.0 0.0
H 0.0 0.0 0.0
H 0.0 0.0 0.0
H 0.0 0.0 0.0
H 0.0 0.0 0.0
C 0.0 0.0 0.0
H 0.0 0.0 0.0
H 0.0 0.0 0.0
C 0.0 0.0 0.0
C 0.0 0.0 0.0
C 0.4 -0.1 0.4
C 0.0 0.0 0.1
C 0.0 0.0 0.0
H 0.0 0.0 0.0
H 0.0 0.0 0.0
O 0.1 -0.1 0.1
H 0.0 0.0 0.0
H 0.0 0.0 0.0
H 0.0 0.0 0.0
H 0.0 0.0 0.0
H 0.0 0.0 0.0
Y -0.2 0.5 0.2
C 0.0 0.0 0.0

The calculation puts the energy above the lowest of the compared OMol25 structures with the same formula, charge and spin at 3.32 kcal per mole. The net charge is +2. The value obtained for the energy is -185902.6767 eV. The calculation puts the max |F| at 0.6 eV Å⁻¹.


(2)
Molecular formula: C27H35AsCeN4O6
Method: DFT, ωB97M-V/def2-TZVPD

Element x y z (Å)
H: 3.575505 -3.165289 -1.269193
C: 2.709581 -0.461901 -0.361066
C: 3.996386 -4.441263 1.716264
C: -0.495899 -3.476826 2.908680
C: 0.592518 -0.770828 3.746098
H: -1.628547 -3.512430 1.072102
N: -1.047891 1.177513 1.276638
H: 4.441050 -1.434599 0.445521
C: -0.596408 -0.550387 4.446144
C: -2.376824 1.186020 1.601557
O: 0.688010 -2.489668 -2.570207
Ce: -0.567165 0.177321 -0.888386
N: -2.289224 -1.086425 0.923270
C: -0.263193 -4.063929 4.154355
H: 0.594303 2.869819 -0.894421
H: -5.052569 0.847898 1.141061
C: 4.106001 -0.423945 0.170088
H: -2.079730 0.106788 -2.840637
H: -2.824845 2.379174 3.322953
H: 0.446243 2.002185 6.460230
H: 2.931410 -2.800006 -2.887388
As: 0.605668 -2.005732 2.225485
C: -3.070578 0.049779 1.076162
C: 1.677078 0.998834 4.995058
H: 2.647029 -0.157806 3.452228
H: -4.481352 0.431862 -0.490263
H: -1.580226 0.631924 5.957731
H: -1.473211 -1.161784 4.226692
H: -0.392892 2.620513 -2.377079
N: 1.047592 -1.417711 -1.722955
H: 4.190768 0.220915 1.049598
O: -1.440102 -0.668913 -3.170568
C: 3.338201 -2.352131 -1.975066
H: -2.831157 -5.616183 1.663663
C: -4.465683 0.120456 0.568622
C: 0.339072 2.159540 -1.692244
C: 4.723579 -4.315852 2.905201
H: 2.205860 -3.868261 0.643675
C: -3.026654 2.357803 2.242945
H: 0.465024 -3.629284 4.836126
C: 3.033507 -2.821946 3.788525
H: 5.665187 -4.852971 3.027500
H: 4.277859 -1.831540 -2.209511
H: 2.649302 -2.226882 4.614357
H: 2.568538 1.596671 5.201412
C: 4.243593 -3.511877 3.938407
H: -0.156157 -2.177073 -2.968381
O: -2.155211 -1.513059 -0.313165
H: 1.053000 1.562645 1.413534
C: 2.797346 -3.738352 1.553344
C: -0.962478 -5.227946 4.500742
H: -2.743688 1.910924 -2.037017
H: -4.113881 2.320752 2.110061
C: 2.347624 -1.403793 -1.392472
C: -2.119034 -5.181619 2.366468
C: 1.722300 0.017918 4.002447
H: 4.797779 -0.056603 -0.602139
H: -0.776345 -5.696873 5.468327
C: 2.333932 -2.901971 2.582762
H: -2.406962 -6.704773 3.871858
H: 4.354237 -5.093277 0.916919
H: -2.648651 3.288887 1.801690
H: -1.093585 -0.441610 -4.051797
C: -1.876505 -5.790018 3.605179
O: -2.452350 1.034705 -1.737494
C: -0.646689 0.451066 5.421260
O: -0.282738 2.114825 1.775327
H: 4.797018 -3.417354 4.874296
O: 1.976945 1.127110 1.145404
H: -4.942821 -0.865978 0.647131
C: 0.489989 1.222637 5.699652
N: 1.684121 0.284333 0.108112
H: 1.275840 1.928399 -2.225354
C: -1.435408 -4.013454 2.020992

Forces on the atoms, in the same order (eV/Å):
H -0.1 0.3 -0.1
C -1.9 2.6 2.0
C -0.2 0.1 0.1
C -0.1 0.2 -0.3
C 0.0 0.1 -0.3
H 0.1 -0.3 0.2
N -0.2 1.3 2.3
H -0.2 0.2 -0.1
C 0.2 0.3 0.1
C 0.4 -0.5 -0.3
O 0.0 1.2 0.3
Ce -1.6 -0.5 -0.3
N -0.1 0.9 -1.1
C -0.4 -0.4 -0.2
H -0.2 -0.3 0.1
H 0.1 -0.3 -0.2
C 0.2 0.1 0.1
H 0.2 -0.7 -0.4
H 0.1 0.0 -0.3
H 0.0 -0.2 -0.2
H 0.1 0.1 0.3
As 0.2 -0.3 0.7
C 1.2 0.6 -0.5
C -0.1 0.0 -0.1
H -0.3 0.1 0.1
H 0.3 -0.2 0.3
H 0.3 -0.1 -0.1
H 0.2 0.1 0.1
H 0.3 -0.3 0.2
N 3.0 -1.4 -0.3
H -0.1 -0.1 -0.3
O 0.2 0.6 -0.3
C 0.1 -0.1 -0.3
H 0.2 0.1 0.3
C -0.6 -0.5 0.2
C 0.6 1.1 -0.6
C 0.0 0.1 -0.1
H 0.1 0.1 0.2
C -0.1 0.3 0.2
H -0.1 -0.1 -0.1
C 0.3 -0.2 -0.2
H -0.3 0.1 0.0
H -0.3 -0.1 0.1
H 0.1 -0.1 -0.2
H -0.3 -0.2 0.0
C -0.3 0.0 -0.1
H 0.3 -0.3 0.4
O -0.4 -0.2 1.1
H 1.0 -0.2 -0.1
C 0.4 0.1 0.5
C 0.1 0.3 -0.1
H 0.1 -0.4 0.2
H 0.3 0.0 0.1
C -3.1 -0.9 -1.3
C 0.1 0.0 0.2
C -0.3 0.0 0.3
H -0.2 0.0 0.2
H -0.1 0.1 -0.3
C -0.2 -0.1 -0.4
H 0.2 0.2 -0.1
H -0.1 0.1 0.3
H 0.0 -0.2 0.2
H -0.3 0.0 0.4
C 0.0 0.2 -0.2
O -0.1 0.7 -0.2
C 0.2 0.1 -0.1
O -1.5 -1.4 -1.0
H -0.1 -0.1 -0.3
O -0.7 -0.3 -0.8
H 0.1 0.3 -0.1
C -0.1 -0.2 -0.2
N 3.5 -1.2 -0.1
H -0.3 -0.1 0.0
C 0.1 -0.2 0.4

The calculation puts the energy above the lowest of the compared OMol25 structures with the same formula, charge and spin at 0.00 kcal per mole. The net charge is +1. The value obtained for the energy is -120566.8211 eV. The calculation puts the max |F| at 3.8 eV Å⁻¹. The spin multiplicity is 2.


(3)
Molecular formula: C27H35ClCrN4P2
Method: DFT, ωB97M-V/def2-TZVPD

Element x y z (Å)
C: -1.050269 -0.597780 -3.610954
C: 1.405618 -1.092032 6.816534
H: -4.071260 0.686463 -3.525798
C: 0.254546 -0.098451 2.759263
C: -4.292700 -0.316424 -3.194077
C: 1.548565 1.057362 4.699546
C: -3.934003 -2.304956 -2.177633
C: 0.444527 -0.257111 -3.619030
H: 0.735050 0.143486 1.795805
H: -1.557168 1.076265 0.375221
Cr: -0.042396 -0.203063 5.616670
H: -3.368995 -3.029825 -1.612407
C: -5.161912 -2.382380 -2.812129
H: 0.862045 -0.510182 -4.605080
H: -0.064221 -1.149179 2.643189
H: -1.813371 1.738737 6.254015
C: -1.573287 0.834055 4.329504
C: 2.462502 -2.371042 -4.639790
H: -0.700557 3.715231 4.759220
C: -2.194092 3.329198 -1.993160
H: 3.208459 -3.915140 -6.021984
C: 1.267332 -0.040683 3.876603
H: -1.803745 0.338268 2.308463
N: 2.076569 -2.405590 -3.297241
H: 0.613343 0.816687 -3.442493
H: 2.375480 0.975256 5.422924
H: 3.372465 -0.003959 -4.315239
H: -2.413938 1.889531 -3.691724
H: -0.830246 1.796077 2.538783
C: -0.213450 2.841900 5.234933
C: 4.479845 1.229023 -2.812472
H: 1.242910 -0.645348 7.816040
H: -6.261967 -0.837892 -4.035125
H: 1.877243 3.169486 4.790531
C: 2.853943 -3.645135 -5.032993
H: 2.417830 -1.464524 -5.222171
C: -2.239799 2.109615 -2.651448
C: 2.701829 -4.506361 -3.904178
H: -2.538969 0.318295 4.441354
H: -1.592820 0.115216 -4.244942
C: -1.789347 1.696853 -0.477533
H: 2.711119 0.289683 -0.137428
Cl: -1.619833 -1.125593 6.932634
C: -1.159964 1.676642 5.375199
C: -1.906750 3.077434 -0.615650
H: -5.826728 -3.238928 -2.817285
P: 1.342548 -1.149495 -2.241250
H: 2.919927 -5.568333 -3.866595
N: 2.777470 -0.153735 -2.240025
P: -1.741659 -0.644680 -1.897692
H: -1.213448 -1.607941 -4.020572
C: 3.550067 0.320665 -3.306287
C: 1.080632 2.475259 4.463233
H: 1.269550 -2.193833 6.943144
C: -1.010283 0.782926 2.942351
H: -1.802125 3.797972 0.177316
H: 0.063498 3.192000 6.244746
C: 3.213274 0.494817 -1.071265
H: 1.959665 -0.896656 3.900116
C: 4.257656 1.344874 -1.398574
H: 4.807084 1.974547 -0.713009
H: 0.943275 2.681868 3.388318
H: 1.954890 -3.983781 -1.840414
H: 2.452166 -0.924383 6.508145
H: -2.350190 4.303329 -2.448848
C: 2.219992 -3.728834 -2.854901
H: 5.224827 1.747123 -3.396215
N: -3.400482 -1.016543 -2.372915
C: -5.395178 -1.119172 -3.453669
N: -2.012618 1.092803 -1.721606

Forces on the atoms, in the same order (eV/Å):
C 0.3 -0.2 0.0
C 0.2 -0.6 0.0
H -0.2 -0.2 0.2
C -0.2 -0.1 -0.3
C -0.3 -0.8 0.2
C 0.7 -0.8 -1.4
C -0.5 0.9 -0.5
C -0.1 0.1 0.2
H -0.1 0.1 0.2
H -0.1 0.1 -0.1
Cr 0.4 -1.5 2.1
H -0.1 0.0 0.1
C 0.7 0.3 0.2
H -0.1 0.2 0.5
H 0.1 0.3 0.2
H 0.2 -0.4 -0.3
C -0.5 1.6 1.2
C 0.0 -1.0 0.2
H 0.0 -0.5 0.1
C 0.0 -0.7 -0.2
H -0.1 0.1 0.2
C 1.1 1.3 0.4
H 0.4 0.3 0.3
N -0.7 -0.9 0.3
H -0.2 -0.2 0.0
H -0.5 -0.2 -0.4
H 0.1 0.0 0.1
H 0.0 0.1 0.1
H 0.0 -0.3 0.3
C 0.7 0.1 0.3
C -1.1 -0.8 0.2
H 0.2 -0.1 -0.3
H 0.1 0.0 0.1
H -0.3 -0.4 -0.1
C -0.3 0.8 0.6
H 0.1 -0.2 0.0
C 0.2 0.4 0.9
C -0.3 0.7 0.7
H 0.7 -0.1 0.4
H 0.0 -0.4 0.2
C -0.2 0.9 -0.8
H 0.2 0.0 0.0
Cl -0.4 -0.1 0.0
C -1.8 0.1 -1.8
C 0.0 -1.4 -0.3
H 0.2 0.2 0.0
P 2.2 -0.2 -2.4
H -0.1 0.3 0.0
N 0.3 1.0 0.7
P -2.1 1.4 -1.2
H 0.0 0.2 0.1
C 0.4 0.6 1.1
C -0.2 0.7 -0.2
H 0.0 0.8 -0.1
C -0.1 0.1 -0.9
H 0.0 0.0 0.0
H -0.1 -0.2 -0.3
C 0.5 0.2 -1.1
H -0.5 0.3 0.4
C -0.6 -0.6 -0.2
H -0.1 -0.1 0.0
H 0.1 -0.3 0.4
H 0.1 0.0 -0.1
H -0.2 0.0 0.2
H 0.0 -0.3 0.1
C 0.3 0.1 -1.2
H -0.1 0.0 0.0
N -0.5 -1.1 -0.3
C 1.1 0.1 0.5
N 0.9 0.3 0.7

The calculation puts the energy above the lowest of the compared OMol25 structures with the same formula, charge and spin at 0.00 kcal per mole. The value obtained for the energy is -94046.3161 eV. The calculation puts the max |F| at 3.3 eV Å⁻¹. The spin multiplicity is 5.